1.
This record from the Open Molecules 2025 dataset describes an isolated molecule of C5H10O. The level of theory is ωB97M-V with the def2-TZVPD basis set.

Its largest force on an atom is 0.7 eV Å⁻¹. The calculation puts the energy at -271.711768 a.u. The calculation puts the molar mass at 86.13 g/mol. The value obtained for the gap between HOMO and LUMO is 11.15 eV. The value obtained for the HOMO energy is -10.0876 eV. The multiplicity is 1. The SMILES is C[C@@H](O)C1CC1. The calculation puts the energy above the lowest of the compared OMol25 structures with the same formula, charge and spin at 25.63 kcal per mole.

Each line ends with the Löwdin charge.
Element x y z (Å)
C  -1.896  -0.423  0.517  -0.05
C  -0.754  0.380  -0.092  -0.43
O  -1.175  1.736  -0.063  -0.05
C  0.520  0.296  0.740  -0.27
C  1.276  -0.968  1.061  -0.12
C  1.879  0.048  0.125  -0.12
H  -2.042  -0.111  1.558  0.09
H  -1.695  -1.501  0.495  0.08
H  -2.816  -0.222  -0.041  0.08
H  -0.580  0.049  -1.134  0.15
H  -0.481  2.268  -0.474  0.10
H  0.413  1.050  1.508  0.14
H  1.735  -1.064  2.045  0.10
H  0.932  -1.906  0.627  0.10
H  1.917  -0.235  -0.928  0.10
H  2.748  0.603  0.475  0.10

Force components x, y, z for each atom (eV/Å):
C -0.03 0.04 -0.03
C 0.15 -0.62 0.18
O -0.02 0.32 -0.49
C 0.08 -0.17 -0.24
C -0.07 -0.03 -0.05
C 0.07 -0.01 -0.03
H -0.01 -0.08 -0.18
H 0.02 0.26 -0.01
H 0.11 -0.07 0.12
H 0.00 0.08 0.31
H -0.15 -0.04 0.10
H 0.44 -0.08 0.30
H -0.28 0.03 -0.24
H 0.04 0.23 0.11
H -0.08 0.19 0.24
H -0.28 -0.05 -0.08



2.
This record from the Open Molecules 2025 dataset describes a structure of composition C5H10O. The level of theory is ωB97M-V with the def2-TZVPD basis set.

Its largest force on an atom is 0.4 eV Å⁻¹. The calculation puts the energy at -271.540050 a.u. The calculation puts the molar mass at 86.13 g/mol. The value obtained for the gap between HOMO and LUMO (spin up / spin down) is 7.12 / 7.11 eV. The value obtained for the HOMO energy (spin up / spin down) is -6.5322 / -6.5316 eV. The multiplicity is 1. The calculation puts the energy above the lowest of the compared OMol25 structures with the same formula, charge and spin at 133.39 kcal per mole.

Each line ends with the Löwdin charge.
Element x y z (Å)
C  0.635  0.505  1.859  -0.12
O  0.254  -0.444  0.894  -0.27
C  1.346  -0.717  -0.116  -0.19
C  0.454  -0.956  -1.292  -0.21
C  -0.201  0.296  -0.865  -0.12
C  -1.662  0.477  -0.609  -0.05
H  -0.261  0.807  2.414  0.09
H  1.123  1.372  1.391  0.09
H  1.348  0.050  2.558  0.09
H  1.976  -1.552  0.210  0.07
H  -0.228  -1.822  -1.326  0.11
H  0.994  -0.843  -2.240  0.13
H  0.367  1.201  -1.054  0.12
H  -1.851  1.249  0.143  0.08
H  -2.149  -0.451  -0.306  0.09
H  -2.105  0.823  -1.555  0.10

Force components x, y, z for each atom (eV/Å):
C 0.05 0.12 0.26
O 0.01 0.11 -0.15
C 0.25 -0.34 0.09
C -0.11 0.19 -0.09
C -0.34 -0.02 -0.17
C 0.01 -0.06 0.08
H 0.13 -0.03 -0.08
H -0.07 -0.16 0.03
H -0.09 0.10 -0.06
H -0.11 0.12 -0.07
H 0.11 0.11 0.05
H -0.03 0.01 0.15
H -0.01 -0.16 0.07
H 0.05 -0.09 -0.13
H 0.09 0.13 -0.07
H 0.07 -0.03 0.09



3.
This record from the Open Molecules 2025 dataset describes a cluster of 2 separate species, C5H10O in total. The level of theory is ωB97M-V with the def2-TZVPD basis set.

Its largest force on an atom is 0.3 eV Å⁻¹. The calculation puts the energy at -271.681063 a.u. The calculation puts the molar mass at 86.13 g/mol. The value obtained for the gap between HOMO and LUMO is 11.00 eV. The value obtained for the HOMO energy is -9.9657 eV. The multiplicity is 1. The SMILES is C1C[C@H]2C[C@@H]12.O. The calculation puts the energy above the lowest of the compared OMol25 structures with the same formula, charge and spin at 44.90 kcal per mole.

Each line ends with the Löwdin charge.
Element x y z (Å)
O  -1.305  -0.390  2.363  -0.05
C  -0.670  -0.075  -0.602  -0.25
C  0.209  -0.962  -1.421  -0.09
C  0.590  -0.711  -0.001  -0.25
C  1.214  0.671  0.181  -0.13
C  -0.077  1.317  -0.392  -0.14
H  -1.813  -0.085  1.602  0.02
H  -1.727  -0.312  -0.498  0.13
H  -0.222  -1.949  -1.577  0.11
H  0.805  -0.588  -2.250  0.11
H  0.735  -1.544  0.685  0.13
H  -0.658  -0.972  1.948  0.01
H  1.369  0.931  1.231  0.11
H  2.140  0.846  -0.376  0.10
H  -0.612  1.872  0.384  0.11
H  0.024  1.950  -1.279  0.10

Force components x, y, z for each atom (eV/Å):
O -0.13 -0.06 0.04
C -0.24 0.01 -0.04
C 0.07 -0.05 -0.20
C 0.14 -0.18 0.11
C 0.15 0.02 0.02
C -0.04 0.12 -0.07
H 0.00 0.04 0.21
H 0.21 -0.08 0.09
H 0.12 0.16 -0.10
H -0.03 0.06 0.09
H -0.14 0.11 -0.13
H -0.07 0.10 0.15
H -0.02 -0.04 -0.18
H -0.11 -0.04 0.07
H 0.09 -0.06 -0.16
H -0.02 -0.12 0.09



4.
This record from the Open Molecules 2025 dataset describes a structure of composition C5H10O. The level of theory is ωB97M-V with the def2-TZVPD basis set.

Its largest force on an atom is 0.3 eV Å⁻¹. The calculation puts the energy at -271.591819 a.u. The calculation puts the molar mass at 86.13 g/mol. The value obtained for the gap between HOMO and LUMO is 8.46 eV. The value obtained for the HOMO energy is -7.7100 eV. The multiplicity is 1. The calculation puts the energy above the lowest of the compared OMol25 structures with the same formula, charge and spin at 100.90 kcal per mole.

Each line ends with the Löwdin charge.
Element x y z (Å)
C  -1.236  -1.068  -0.286  0.02
C  -0.028  0.427  -0.230  -0.32
C  -0.885  1.531  0.331  -0.07
C  1.219  0.106  0.501  -0.16
C  2.142  -0.711  -0.194  -0.37
O  1.907  -1.232  -1.295  -0.07
H  -1.911  -0.606  -1.002  0.08
H  -1.756  -1.279  0.655  0.08
H  -0.764  -1.951  -0.725  0.08
H  0.127  0.395  -1.309  0.14
H  -0.319  2.463  0.232  0.10
H  -1.838  1.638  -0.194  0.08
H  -1.081  1.373  1.396  0.09
H  1.376  0.500  1.498  0.10
H  -0.071  -0.699  0.315  0.11
H  3.116  -0.885  0.309  0.11

Force components x, y, z for each atom (eV/Å):
C -0.15 -0.14 -0.09
C -0.11 0.15 -0.13
C -0.01 0.01 0.03
C 0.27 -0.01 0.03
C -0.02 0.05 0.09
O 0.04 0.09 0.17
H 0.13 -0.04 0.11
H 0.12 0.06 -0.11
H -0.06 0.13 0.08
H -0.04 0.03 0.14
H -0.07 -0.11 0.01
H 0.15 -0.03 0.06
H 0.03 0.01 -0.15
H 0.00 -0.05 -0.16
H -0.16 -0.15 0.00
H -0.14 0.00 -0.09



5.
This record from the Open Molecules 2025 dataset describes an isolated molecule of C5H10O. The level of theory is ωB97M-V with the def2-TZVPD basis set.

Its largest force on an atom is 0.7 eV Å⁻¹. The calculation puts the energy at -271.709244 a.u. The calculation puts the molar mass at 86.13 g/mol. The value obtained for the gap between HOMO and LUMO is 10.43 eV. The value obtained for the HOMO energy is -9.5313 eV. The multiplicity is 1. The SMILES is CC1(C)C[C@H]1O. The calculation puts the energy above the lowest of the compared OMol25 structures with the same formula, charge and spin at 27.22 kcal per mole.

Each line ends with the Löwdin charge.
Element x y z (Å)
C  0.251  1.445  -0.413  -0.05
C  -0.056  -0.045  -0.232  -0.49
C  -1.302  -0.479  -0.962  -0.05
C  1.187  -0.889  -0.083  -0.04
C  0.277  -0.680  1.097  -0.32
O  0.628  0.153  2.167  -0.02
H  -0.625  2.072  -0.208  0.08
H  1.063  1.784  0.234  0.08
H  0.553  1.676  -1.449  0.09
H  -1.453  -1.553  -0.837  0.08
H  -1.264  -0.227  -2.029  0.08
H  -2.164  0.038  -0.516  0.08
H  1.234  -1.893  -0.504  0.11
H  2.124  -0.342  -0.092  0.11
H  -0.221  -1.602  1.438  0.15
H  -0.230  0.541  2.388  0.10

Force components x, y, z for each atom (eV/Å):
C -0.02 0.06 0.04
C 0.05 0.47 -0.18
C 0.04 -0.16 0.10
C 0.12 -0.07 0.14
C 0.12 -0.41 -0.33
O -0.20 0.00 -0.02
H 0.03 -0.12 0.08
H -0.13 -0.12 0.00
H -0.14 -0.32 0.26
H -0.09 0.03 -0.18
H 0.01 -0.14 0.19
H 0.11 -0.13 -0.19
H -0.05 0.21 0.12
H -0.06 -0.08 -0.03
H -0.19 0.52 -0.41
H 0.42 0.25 0.39



6.
This record from the Open Molecules 2025 dataset describes a structure of composition C5H10O. The level of theory is ωB97M-V with the def2-TZVPD basis set.

Its largest force on an atom is 0.7 eV Å⁻¹. The calculation puts the energy at -271.586701 a.u. The calculation puts the molar mass at 86.13 g/mol. The value obtained for the gap between HOMO and LUMO is 9.15 eV. The value obtained for the HOMO energy is -8.2388 eV. The multiplicity is 1. The calculation puts the energy above the lowest of the compared OMol25 structures with the same formula, charge and spin at 104.11 kcal per mole.

Each line ends with the Löwdin charge.
Element x y z (Å)
C  2.088  0.258  0.013  -0.09
C  0.851  -0.233  -0.742  -0.20
C  -0.446  -0.009  -0.037  -0.35
O  -0.450  -1.047  1.488  -0.07
C  -1.278  0.993  0.497  -0.12
C  -1.842  0.042  -0.551  -0.12
H  2.995  0.102  -0.587  0.07
H  2.196  -0.288  0.957  0.07
H  2.005  1.328  0.239  0.08
H  0.951  -1.295  -1.011  0.12
H  0.744  0.308  -1.699  0.13
H  -1.064  -1.784  1.302  0.08
H  -1.078  -0.076  1.600  0.13
H  -1.153  2.070  0.404  0.08
H  -2.595  -0.702  -0.265  0.09
H  -1.925  0.330  -1.608  0.10

Force components x, y, z for each atom (eV/Å):
C -0.04 0.01 0.02
C 0.03 -0.03 0.01
C -0.19 0.11 -0.19
O -0.58 0.12 -0.39
C 0.25 0.05 -0.19
C -0.10 -0.17 -0.06
H -0.23 0.04 0.15
H -0.01 0.13 -0.19
H 0.02 -0.23 -0.03
H -0.04 0.25 0.11
H -0.01 -0.09 0.25
H 0.33 0.29 0.19
H 0.24 -0.32 -0.07
H 0.01 -0.30 0.05
H 0.24 0.21 0.01
H 0.08 -0.05 0.32



> largest force on an atom of number 3 (C5H10O)?

0.3 eV Å⁻¹